[1]
Molecular formula: C28H26AlF6N6O4S2
Method: DFT, wB97M-V/def2-TZVPD

## Properties
LUMO (eV): -4.0
ΔE to the lowest compared entry with this formula, charge and spin (kcal/mol): 11.7
Frontier orbital gap (eV): 6.15
HOMO (eV): -10.14

ORCA input file:
```
! wB97M-V def2-TZVPD RIJCOSX def2/J DEFGRID3
* xyz 1 1
Al -0.3078 0.0821 0.3371
C -1.3060 2.6187 5.3492
C -0.0928 2.0506 5.0068
C 0.2188 1.8101 3.6723
C -0.6793 2.1235 2.6596
C -1.9138 2.6717 3.0205
C -2.2187 2.9258 4.3449
N -0.3934 1.8428 1.2882
C -0.6735 2.8377 0.4081
C -0.5975 4.2305 0.6972
C -0.8580 5.1537 -0.2762
C -1.2303 4.7852 -1.5960
C -1.3476 3.4675 -1.9088
C -1.0794 2.4997 -0.9157
N -1.2295 1.1521 -1.0775
N -1.7043 0.6403 -2.1208
C -1.6786 -0.7744 -2.0320
C -2.2911 -1.5107 -3.0275
C -2.2193 -2.8907 -2.9649
C -1.5241 -3.4861 -1.9230
C -0.9408 -2.6745 -0.9698
N -1.0200 -1.3440 -1.0113
H -1.5504 2.8021 6.3871
H 0.6176 1.7781 5.7780
H 1.1635 1.3381 3.4384
H -2.6419 2.8839 2.2458
H -3.1837 3.3467 4.5973
H -0.3331 4.5494 1.6966
H -0.7750 6.2065 -0.0323
H -1.4190 5.5489 -2.3374
H -1.6356 3.1342 -2.8972
H -2.8003 -0.9891 -3.8253
H -2.6903 -3.4974 -3.7269
H -1.4307 -4.5599 -1.8454
H -0.3797 -3.0927 -0.1505
F 1.9402 -3.3135 2.9414
C 0.6229 -3.4677 2.9262
F 0.2203 -4.0801 4.0204
F 0.2758 -4.1804 1.8617
S -0.1129 -1.7820 2.8943
O 0.3611 -1.2036 1.5960
O 0.3976 -1.1259 4.0502
N -1.6321 -2.1152 2.8269
S -2.6563 -0.9820 2.3897
O -2.1367 -0.2354 1.2303
O -3.2296 -0.2208 3.4411
C -3.9989 -2.0269 1.6968
F -4.9502 -1.2131 1.2690
F -3.5435 -2.7506 0.6795
F -4.4643 -2.8223 2.6400
C 4.7510 2.1700 1.5751
N 3.3231 1.8678 1.8766
C 2.4266 2.9027 1.2766
C 2.8969 0.4447 1.5143
C 2.7980 0.1995 0.0360
C 3.9817 -0.0317 -0.6696
C 3.9711 -0.1975 -2.0430
C 2.7567 -0.1278 -2.7081
C 1.5825 0.0462 -1.9879
C 1.5373 0.1945 -0.5910
H 4.9983 3.1287 2.0234
H 4.8737 2.2193 0.4986
H 5.3813 1.3881 1.9910
H 3.2130 1.9268 2.8887
H 2.4426 2.7811 0.1962
H 2.7978 3.8846 1.5593
H 1.4189 2.7422 1.6458
H 1.9254 0.3242 1.9743
H 3.6146 -0.2092 2.0113
H 4.9239 -0.1129 -0.1373
H 4.8917 -0.3818 -2.5814
H 2.7202 -0.2325 -3.7858
H 0.6657 0.0684 -2.5669
*
```

[2]
Molecular formula: C28H26BN8O4ReS2
Method: DFT, wB97M-V/def2-TZVPD

## Properties
Expectation value of S²: 0.7810
LUMO (alpha / beta) (eV): -5.2 / -5.1
ΔE to the lowest compared entry with this formula, charge and spin (kcal/mol): 33.6
Frontier orbital gap (alpha / beta) (eV): 4.95 / 5.08
HOMO (alpha / beta) (eV): -10.18 / -10.18

ORCA input file:
```
! wB97M-V def2-TZVPD RIJCOSX def2/J DEFGRID3
* xyz 1 2
Re -0.4932 -0.1107 -0.2988
O 3.1192 -6.1950 -1.6802
C 1.8904 -6.1232 -1.7272
O 0.9408 -6.8986 -1.8430
C 1.3911 -4.5891 -1.6180
C 0.0451 -4.3037 -1.5025
C -0.3385 -3.0210 -1.1636
N 0.5482 -2.0063 -0.9837
C 1.8528 -2.2713 -1.2145
C 2.2959 -3.5577 -1.4898
C 2.8155 -1.1620 -1.1694
C 4.1225 -1.3212 -1.6220
C 4.9849 -0.2413 -1.5886
C 4.5110 0.9722 -1.1276
C 3.1898 1.0491 -0.7203
N 2.3575 0.0104 -0.7234
C -1.7262 -2.7597 -0.7811
C -2.7870 -3.6034 -1.0794
C -4.0221 -3.3588 -0.5088
C -4.1544 -2.3051 0.3883
C -3.0702 -1.4851 0.6084
N -1.8903 -1.6750 -0.0049
H -0.6653 -5.1116 -1.6097
H 3.3469 -3.7866 -1.5891
H 4.4630 -2.2632 -2.0245
H 6.0057 -0.3424 -1.9317
H 5.1407 1.8501 -1.0931
H 2.7777 1.9884 -0.3909
H -2.6438 -4.4332 -1.7549
H -4.8642 -3.9998 -0.7312
H -5.0820 -2.1172 0.9096
H -3.1218 -0.6615 1.3080
C -1.5927 4.3857 -1.5526
N -1.1704 4.1602 -0.1829
C -1.5511 4.9151 0.8954
C -0.8818 4.4243 1.9624
N -0.0669 3.3973 1.5473
B 1.1304 3.0934 2.5364
N 1.8322 1.6854 2.5204
C 3.1512 1.5754 2.8786
C 3.4622 0.2598 2.9883
N 2.3276 -0.4408 2.6791
C 2.2036 -1.8895 2.6603
C 1.3517 0.4501 2.3984
S -0.2858 -0.0019 2.0519
C -0.2702 3.2357 0.2333
S 0.4284 2.0923 -0.8757
H -2.5904 4.8192 -1.5573
H -1.5878 3.4463 -2.0995
H -0.9108 5.0752 -2.0498
H -2.2647 5.7155 0.8118
H -0.9139 4.7322 2.9915
H 1.9937 3.8836 2.2684
H 0.6878 3.2320 3.6397
H 3.7641 2.4428 3.0489
H 4.3830 -0.2306 3.2510
H 3.1503 -2.3265 2.3513
H 1.4250 -2.1765 1.9594
H 1.9450 -2.2644 3.6499
O -1.8656 0.1179 -2.2756
C -2.6422 0.7825 -1.5682
C -4.0154 1.3075 -1.8723
C -4.4015 1.9930 -0.5545
C -3.2209 1.7577 0.3902
O -3.1425 2.0949 1.5404
N -2.2647 1.0364 -0.3099
H -4.6596 0.4630 -2.1203
H -4.0008 1.9743 -2.7334
H -5.2862 1.5536 -0.0950
H -4.5903 3.0612 -0.6498
*
```

- What is the ΔE to the lowest compared entry with this formula, charge and spin in the second record?
  33.6 kcal/mol